ORCA calculation (ωB97M-V/def2-TZVPD) on 16 unconnected molecules or ions with the total composition C74H196N16O21 in a non-equilibrium geometry.

```
307
Properties=species:S:1:pos:R:3:forces:R:3
C -2.265629 -7.743503 6.024100 0.1860 -0.2167 -0.6431
C -1.109873 -6.791883 6.180424 0.1192 0.8306 -0.3145
C -1.057092 -5.558112 5.238015 -0.3970 -0.6381 0.5330
O -0.749781 -6.066322 3.954887 -0.1124 0.0305 0.6468
C -0.742892 -5.095524 2.956260 -0.6561 -0.1190 -0.5870
N -1.222127 -6.307336 7.538116 0.6382 0.4937 0.4465
H -3.216253 -7.230609 6.163606 -0.0654 0.0446 -0.3114
H -2.195944 -8.476209 6.828507 0.0311 -0.2181 -0.0664
H -2.177955 -8.262828 5.068413 -0.4481 0.0341 0.0143
H -0.172920 -7.284935 5.882328 0.0298 -0.3862 0.6153
H -0.269287 -4.864994 5.586428 0.0224 -0.2964 -0.0617
H -2.005352 -4.988181 5.311648 0.0906 -0.2795 -0.4671
H 0.064094 -4.364991 3.064293 -0.0096 0.1503 0.1048
H -1.733448 -4.613905 2.919820 0.2666 0.3214 -0.0195
H -0.634096 -5.624309 2.007165 0.1884 0.1044 0.0248
H -1.381850 -7.048984 8.219476 0.2700 0.2757 -0.3243
H -0.396355 -5.771990 7.783624 -0.1041 -0.0754 0.3413
C 1.407963 2.654400 -1.292903 -1.0800 -0.4555 -0.0295
C 2.786543 3.063746 -0.977585 1.9237 0.9736 -1.1517
C 3.365951 3.975578 -2.116775 0.4508 -0.8619 0.0379
O 2.515381 5.076697 -2.326968 -0.0429 -0.5166 0.1744
C 3.088248 6.002428 -3.198762 0.2862 0.5537 -0.3784
N 2.820414 3.762111 0.291918 -0.5999 -0.1020 0.0999
H 1.384755 2.108155 -2.243491 -0.2204 0.2198 0.0721
H 0.772322 3.557337 -1.342986 -0.0852 -0.6078 0.0574
H 1.097220 1.951526 -0.499094 -0.2727 0.4477 -0.3351
H 3.386066 2.145248 -0.956316 0.3506 0.2367 0.1031
H 3.475420 3.412426 -3.058210 -0.0900 -0.0674 0.1573
H 4.394122 4.349692 -1.881419 -0.5076 -0.2834 0.2068
H 3.333088 5.616739 -4.221151 -0.2184 -0.0670 0.7477
H 4.002899 6.434211 -2.755839 -0.1033 -0.1282 -0.1840
H 2.350385 6.784940 -3.290136 -0.1271 0.4059 -0.2641
H 3.744530 4.133098 0.478409 -0.0454 0.1263 0.0181
H 2.179790 4.544916 0.140598 0.3513 0.1463 0.5867
C -4.229779 2.149977 -0.958899 1.6518 -0.1557 -0.2652
C -5.332276 2.552584 -0.042083 0.3333 1.3755 0.2023
C -4.798778 3.022524 1.303077 0.0432 -1.0364 0.8852
O -4.353919 1.821440 1.956274 -0.0002 0.2792 0.0067
C -4.220533 1.921772 3.352363 0.3891 0.4104 0.0408
N -5.961014 3.743978 -0.605212 -1.5076 0.2765 0.0544
H -3.606346 1.358775 -0.531041 -0.2686 -0.0559 0.0183
H -3.549626 3.001109 -1.078925 -0.0862 0.0778 0.0315
H -4.480701 1.858123 -1.978597 -0.5479 -0.1582 0.0486
H -5.959058 1.705711 0.226701 -0.5220 -0.1213 -0.3670
H -5.664453 3.458998 1.826956 0.2153 -0.0593 0.2192
H -3.977159 3.760384 1.328215 -0.3121 -0.1160 -0.5354
H -3.567028 2.777052 3.636055 -0.3776 -0.2791 -0.0901
H -3.731553 1.012806 3.709300 -0.1509 0.0099 -0.1045
H -5.201305 2.023387 3.836000 0.1128 0.0573 0.0372
H -6.061615 3.692315 -1.610968 -0.0346 -0.1123 0.0117
H -6.902659 3.956555 -0.215882 1.0531 -0.3768 -0.3327
C -7.608068 -0.080672 -6.710455 0.5955 -0.8093 1.3399
C -7.289448 0.720293 -5.410001 1.9217 0.0690 -0.9428
C -5.849526 1.458484 -5.394325 -2.1216 -1.5641 0.1295
O -4.856302 0.468927 -5.388250 0.4192 -0.2967 -0.2880
C -3.513361 0.950919 -5.433771 -0.7560 0.3978 0.3040
N -8.210780 1.790502 -5.205610 -1.6462 0.5270 0.4417
H -6.918789 -0.951055 -6.750235 -0.3536 0.5141 -0.3477
H -7.544574 0.519418 -7.606604 0.2560 0.2662 -0.2485
H -8.636220 -0.477350 -6.659188 0.3304 0.1449 0.1070
H -7.250856 0.016256 -4.572942 -0.3509 0.2552 0.0261
H -5.865391 2.084310 -4.489823 0.3001 -0.0743 -0.1478
H -5.875893 2.084489 -6.283421 0.5958 0.2953 -0.2951
H -3.382793 1.563265 -6.332173 0.1235 0.2326 0.1416
H -2.814124 0.113815 -5.514331 -0.3073 -0.0502 0.2212
H -3.329140 1.532281 -4.511599 0.3081 -0.1098 -0.5080
H -8.306917 2.314766 -6.077644 -0.0510 -0.0967 0.3227
H -9.153095 1.438618 -4.972903 0.7056 0.2961 -0.2076
C 2.599742 0.039004 -4.053932 1.0249 0.1118 0.8246
C 3.462851 0.776076 -5.059080 -1.5182 -0.0683 -1.2888
C 4.970429 0.851236 -4.833863 -0.5072 0.5999 0.7788
O 5.189018 1.539172 -3.579771 0.1451 -0.4397 -1.0028
C 6.546934 1.848371 -3.293344 -0.2297 0.1070 -0.0700
N 3.221226 0.188787 -6.393640 1.3063 -0.5921 -0.3819
H 2.790459 0.481761 -3.082764 -0.3848 0.0863 0.4634
H 2.935343 -0.991581 -3.972072 -0.0053 -0.3188 -0.0695
H 1.535825 0.037926 -4.302249 0.2550 0.1724 0.0055
H 3.065186 1.796349 -5.167693 0.3789 0.0695 0.4523
H 5.368566 1.416184 -5.684415 0.2153 0.0756 0.1546
H 5.440879 -0.144144 -4.840734 -0.0878 0.0355 0.2157
H 7.146654 0.929875 -3.194618 -0.0082 0.2266 -0.2125
H 6.504172 2.318234 -2.305898 0.2466 0.0773 -0.1858
H 7.004416 2.554604 -4.039332 -0.4052 -0.6456 0.5352
H 3.888052 -0.594597 -6.478044 -0.6430 0.3006 -0.2816
H 2.284396 -0.204495 -6.498328 0.2881 0.1427 0.2818
C -0.822165 -4.404114 -3.416816 -0.4795 -0.2030 -1.8836
C 0.080584 -4.937908 -2.365865 0.5322 -0.6895 -0.1683
C 1.538783 -4.430947 -2.631582 0.2242 -0.0915 0.3864
O 2.226657 -4.476198 -1.350008 0.7569 0.5465 -1.9362
C 3.570085 -3.906415 -1.442769 -0.9151 -0.4417 0.4048
N -0.506974 -4.559043 -1.116679 0.7868 -0.1573 1.3715
H -1.871099 -4.750353 -3.398917 0.5811 -0.1326 0.2933
H -0.409232 -4.656895 -4.403193 -0.2095 0.0067 -0.0240
H -0.847124 -3.317940 -3.378077 0.0270 0.2852 0.1743
H 0.103322 -6.045243 -2.332378 0.0932 0.4187 -0.4403
H 1.592363 -3.384900 -3.072373 -0.3049 -0.8333 0.6892
H 2.020043 -5.097637 -3.408989 -0.2639 0.4382 0.8422
H 4.292825 -4.586458 -1.980077 -0.7670 0.6537 0.5052
H 3.820218 -3.789797 -0.376121 0.4356 -0.0250 -0.6010
H 3.526201 -2.901436 -1.924382 0.0892 -0.6492 0.1848
H -0.588858 -3.563298 -1.131718 -0.2338 1.0052 0.2008
H 0.183442 -4.760445 -0.386339 -0.3958 0.0793 0.0014
C 5.018111 -0.581780 -0.075232 0.1222 0.7957 -0.5575
C 4.973191 0.162720 1.269584 -0.9573 -0.4791 -1.2129
C 5.788196 1.438162 1.239285 0.1928 0.8864 0.1226
O 7.165617 1.222373 1.006495 0.0475 -0.2461 -0.3106
C 7.986915 2.394022 1.003786 -0.4379 -0.8889 0.0443
N 3.532184 0.457081 1.561178 0.8530 0.0065 0.2626
H 6.010763 -0.980782 -0.255344 0.1959 -0.0563 -0.0101
H 4.769588 0.057112 -0.964269 0.1115 -0.2308 0.7917
H 4.316479 -1.401460 -0.067747 -0.2572 -0.2981 0.0987
H 5.360085 -0.563795 1.988294 -0.0565 0.3249 0.4067
H 5.671528 1.967903 2.187713 -0.0834 0.0772 0.3256
H 5.345123 2.112732 0.476452 0.2008 -0.2230 -0.0183
H 7.906505 2.902833 1.956792 -0.0276 0.3035 0.3126
H 7.707436 3.079757 0.197795 0.0406 -0.0213 -0.0625
H 9.010183 2.027062 0.877699 -0.1911 0.2219 -0.1061
H 3.115287 0.939933 0.770448 0.1470 0.0031 -0.0678
H 3.476519 1.120594 2.331731 -0.0175 -0.0455 0.1209
C -0.918652 -0.516870 2.250737 -0.3667 1.4018 0.8360
C -0.649611 -1.191574 0.937245 0.8853 -0.2524 0.2722
C -1.016380 -0.244035 -0.197417 -0.2609 -0.7396 -0.2030
O -0.762504 -0.867101 -1.435812 -0.1032 0.4643 -0.9296
C -1.274950 -0.047708 -2.513922 0.3407 -0.4340 0.5610
N 0.715618 -1.726370 0.971374 0.2764 0.3200 -0.5718
H -0.245824 0.351491 2.386863 0.0698 -0.3599 -0.1873
H -0.776638 -1.120154 3.162715 -0.2260 -0.1307 -0.5659
H -1.917101 -0.038563 2.243713 0.1703 -0.4571 0.1830
H -1.273494 -2.078296 0.843045 -0.3950 -0.0468 -0.1053
H -0.570749 0.752561 -0.190881 0.3585 0.0125 0.3844
H -2.083728 -0.107252 -0.107465 -0.6981 0.2940 0.0900
H -0.896553 -0.461171 -3.446936 0.1046 -0.0282 -0.0088
H -0.947193 0.996930 -2.420489 -0.0294 -0.2944 0.0087
H -2.370106 -0.078630 -2.550295 -0.0073 0.0023 0.1524
H 0.910490 -2.230303 0.100883 0.1101 0.2842 0.2960
H 1.410613 -0.970037 1.071118 -0.3017 -0.4475 -0.1306
C 0.896095 -0.446763 7.935396 -0.6743 0.6786 -0.1787
C -0.183767 -1.295308 7.246972 0.7497 -0.0624 -0.3872
C -1.266548 -0.571170 6.400463 0.5642 -0.7584 0.0690
O -2.138666 0.174417 7.200478 0.1412 0.5899 0.0607
C -3.040581 0.972373 6.455849 -0.0377 -0.3636 0.1108
N 0.558597 -2.258951 6.418962 0.0068 0.2944 0.2546
H 1.728982 -1.003655 8.359111 -0.2308 -0.4718 -0.1468
H 0.484768 0.156686 8.733632 -0.2545 0.1902 0.2071
H 1.318397 0.251450 7.222660 0.1813 0.2085 -0.2953
H -0.730763 -1.822527 8.011731 -0.1764 -0.4599 0.3260
H -1.842399 -1.390385 5.914340 0.2360 0.3481 -0.1122
H -0.778927 0.039587 5.614160 -0.1938 -0.0195 0.1750
H -3.819813 0.344824 5.983113 0.2431 0.1658 0.0485
H -2.520417 1.549118 5.667333 -0.1501 -0.1062 0.3536
H -3.523031 1.633198 7.179281 0.0517 0.0600 -0.2403
H 1.145451 -1.783661 5.730461 -0.1158 -0.1122 0.0180
H -0.057660 -2.876609 5.922844 -0.2779 -0.1832 -0.2621
C 3.413977 -3.682179 2.369461 -0.2054 0.3332 1.5097
C 3.117095 -3.007977 3.776143 2.1477 -0.7844 -0.4605
C 4.339753 -2.677321 4.672466 -0.3368 -0.1461 -0.4987
O 5.133908 -3.819012 4.783406 0.9196 -0.5434 0.2311
C 6.382374 -3.611412 5.457722 -0.8319 -0.5696 -0.8283
N 2.351048 -1.819660 3.674292 -1.0731 0.6810 0.2863
H 3.838181 -4.668972 2.564300 0.1976 0.0968 -0.3081
H 4.069075 -3.057880 1.764108 0.2120 -0.0031 0.0066
H 2.465350 -3.803197 1.830646 0.1314 0.0504 0.1451
H 2.579364 -3.766776 4.345040 -0.3629 0.0542 0.0999
H 3.916120 -2.394961 5.657218 0.2651 0.1180 -0.2213
H 4.956807 -1.839229 4.277461 -0.4542 -0.2163 0.0044
H 6.869411 -4.592022 5.508298 -0.0889 0.2841 0.0517
H 6.193123 -3.236708 6.451930 0.1185 0.2361 0.4935
H 7.014242 -2.924291 4.888402 0.0292 0.1210 0.0720
H 1.578631 -2.141579 3.113854 -0.6700 0.8336 -0.4122
H 2.803954 -1.046389 3.172532 -0.0118 -0.6333 -0.0804
C -7.905591 -0.216343 1.841528 0.0862 0.1188 -1.1894
C -7.178409 -1.042639 0.761424 0.8016 -0.3064 0.9542
C -5.718592 -1.393813 1.189060 0.9361 0.4692 -1.1941
O -5.719961 -2.198899 2.347181 -0.0546 0.0386 0.3295
C -4.431127 -2.439758 2.877488 0.1979 0.5183 -0.5807
N -7.950661 -2.237899 0.491949 -0.3814 -0.4570 -0.0567
H -7.330023 0.686690 2.029098 0.0300 0.1440 0.2914
H -8.065430 -0.771898 2.757562 0.1171 -0.1307 0.1374
H -8.876250 0.070794 1.418543 0.1189 -0.0319 0.2616
H -7.114014 -0.449503 -0.168982 0.0144 -0.2033 0.3185
H -5.093264 -0.468816 1.315078 -0.6084 -0.4379 0.2933
H -5.181185 -1.947951 0.353833 -0.7616 0.3434 0.6291
H -4.506436 -3.135790 3.695080 -0.2481 -0.3684 0.2427
H -3.976701 -1.515327 3.285315 -0.0939 -0.1796 -0.3281
H -3.762051 -2.872773 2.106240 -0.1401 0.2036 0.2305
H -7.960150 -2.861384 1.304841 0.1003 0.4047 -0.2730
H -7.518311 -2.754513 -0.262575 0.0621 -0.1183 -0.1433
C -0.460135 -6.611061 -7.287744 0.3795 -0.5015 -0.3879
O 0.724238 -5.958302 -6.836682 -1.2679 0.2329 -0.1719
C 1.884163 -6.440781 -7.466535 -0.2374 -0.1346 0.2334
C 3.033351 -5.622076 -6.982906 1.1109 0.6970 0.5869
N 3.225387 -4.321042 -7.599981 0.3916 0.3433 -0.0050
C 2.146546 -3.340926 -7.527585 0.2666 -0.8840 -2.2209
C 1.722926 -2.969090 -6.180308 0.6274 2.2870 1.5004
O 0.827698 -1.844666 -6.316464 -0.3682 -0.6027 0.1446
C -0.515130 -2.285829 -6.443938 -0.3320 -0.1919 -0.6921
H -0.394205 -7.688551 -7.079769 0.0246 0.0605 -0.0038
H -0.588249 -6.506778 -8.383753 0.0302 0.1392 0.4093
H -1.351726 -6.245580 -6.775497 0.3345 0.3190 0.0509
H 1.839548 -6.367815 -8.562227 -0.2461 -0.0308 -0.0099
H 2.007065 -7.485419 -7.188198 0.1608 -0.3805 -0.0731
H 3.959941 -6.191634 -7.076842 0.0466 0.0051 -0.3696
H 3.005830 -5.431610 -5.899248 -0.5262 -0.3115 -0.1247
H 3.610578 -4.362622 -8.537815 -0.1945 -0.1532 0.2335
H 1.253534 -3.676652 -8.079564 -0.0467 -0.0175 0.0048
H 2.487521 -2.441199 -8.069880 -0.0422 -0.2213 0.4107
H 2.580383 -2.558981 -5.607539 -0.2784 -0.4125 -0.1930
H 1.246843 -3.721143 -5.580776 -0.1378 -0.6453 0.0693
H -0.581873 -3.370535 -6.642371 0.1121 0.3630 0.0835
H -1.020830 -1.780156 -7.277887 0.2700 0.0395 0.1071
H -1.080317 -2.075201 -5.547708 -0.1568 0.0794 0.4787
C -0.589982 9.509799 -3.862720 0.0987 -0.7241 0.6526
O -0.316901 8.128716 -3.574738 -0.4223 0.5160 -1.2450
C -0.661689 7.782983 -2.267308 0.5613 0.6810 1.0727
C -0.759337 6.310048 -2.065366 0.0218 -0.5240 -0.4347
N -1.855838 5.753957 -2.891881 0.9257 0.8891 0.2788
C -1.753321 4.331659 -3.068588 0.0454 -0.7296 -0.4466
C -0.759337 3.859269 -4.167608 -0.6699 -0.2171 0.1463
O -0.919011 2.444443 -4.286883 0.1448 0.0937 0.0508
C -0.206725 1.973706 -5.414075 0.2350 0.6122 -0.1705
H -1.643574 9.727677 -3.651801 0.0354 0.0214 -0.2305
H -0.331358 9.736388 -4.896445 -0.0706 -0.2409 0.0722
H 0.010761 10.126185 -3.195805 0.1398 0.2603 0.0391
H -1.597296 8.247155 -1.923187 -0.0831 0.0643 -0.3791
H 0.120144 8.159072 -1.591591 -0.0881 0.0605 0.1274
H -1.006258 6.219722 -1.009011 -0.0740 -0.3947 0.2113
H 0.235180 5.825989 -2.226158 -0.6268 0.2023 -0.0569
H -1.810127 6.259478 -3.779021 -0.1500 -0.3912 0.1235
H -2.746577 3.924319 -3.315129 0.2620 0.0336 -0.1143
H -1.493573 3.874599 -2.096001 0.0759 0.1275 -0.3850
H 0.291770 4.128265 -3.966913 -0.1722 -0.1353 0.2347
H -0.998845 4.294905 -5.155328 -0.1799 0.2190 0.3301
H -0.682214 2.348174 -6.350394 0.2145 -0.3755 0.3861
H -0.139416 0.870450 -5.415841 -0.1405 0.5840 0.0655
H 0.794149 2.438097 -5.350293 0.0036 -0.5502 -0.3581
C 1.827975 1.557419 4.597071 -0.6564 0.1412 -0.1237
O 3.224410 1.667894 4.584466 0.2366 -0.3381 0.3183
C 3.791143 0.944587 5.671217 1.2382 0.4445 -0.2722
C 5.309177 0.790709 5.417907 -0.4257 -0.9834 -0.1802
N 6.021366 2.043959 5.391231 -0.6074 1.1685 -0.2378
C 7.477018 2.122405 5.268903 -0.4854 -0.2053 -1.2687
C 7.961345 3.561623 5.366817 -0.3847 0.2933 -0.1923
O 7.457197 4.314256 4.286632 -0.8086 -0.5572 -0.3918
C 8.017840 5.575991 4.183576 0.4487 0.8656 -0.4392
H 1.333981 2.071957 5.444041 0.3830 0.0148 -0.1592
H 1.515156 0.511415 4.625760 0.0199 -0.1685 -0.0269
H 1.474946 1.995200 3.667495 -0.1425 0.1078 -0.0690
H 3.346436 -0.050967 5.753643 -0.0573 -0.0342 -0.1155
H 3.621107 1.492707 6.598065 -0.0558 0.0873 0.2023
H 5.376934 0.186745 4.477085 0.2358 0.4120 0.3187
H 5.674797 0.132758 6.221636 0.1510 0.2383 -0.1237
H 5.567776 2.647332 4.690841 0.4596 -0.2481 0.5034
H 7.841670 1.680929 4.305796 -0.1330 0.3340 0.3497
H 7.942885 1.533240 6.030895 0.2180 -0.3207 0.7454
H 9.034884 3.673031 5.307260 0.6582 -0.5547 0.2823
H 7.616615 4.062504 6.268407 -0.0550 -0.2539 0.5241
H 7.475542 6.092054 3.388209 0.0697 0.0531 0.1039
H 9.079783 5.524019 3.880935 -0.1469 -0.0362 0.1330
H 7.967085 6.200102 5.096312 -0.1660 -0.4173 -0.0893
C -4.593624 -9.312743 2.113297 -0.4541 -1.0255 0.0741
O -3.755091 -8.252369 1.790970 0.1427 0.3914 -0.3047
C -4.126665 -7.619927 0.562232 0.0238 -0.0209 0.5826
C -3.330478 -6.332191 0.504398 1.3309 -0.4156 1.2039
N -3.436789 -5.573420 -0.681419 -1.4177 0.8651 -1.4642
C -4.638730 -4.737865 -0.821697 -0.1599 0.5386 -0.4449
C -4.364760 -3.538863 -1.763110 -0.6301 0.5841 0.5241
O -5.620175 -2.887715 -2.076749 0.6899 -0.5979 0.0778
C -5.457833 -1.782640 -2.951334 -0.2637 0.1597 0.6880
H -4.293491 -9.761662 3.073838 0.1928 0.2669 -0.3877
H -4.565567 -10.115168 1.333116 -0.0704 0.4638 0.4389
H -5.638878 -8.991621 2.251303 0.0988 0.0274 -0.2137
H -5.194012 -7.378003 0.617283 -0.1392 -0.1927 -0.3007
H -3.904376 -8.289971 -0.281737 -0.1685 0.2100 0.0256
H -2.265237 -6.622259 0.599430 -0.4178 0.0896 0.0272
H -3.565616 -5.772833 1.439386 -0.0556 -0.0408 -0.3232
H -2.618492 -5.012296 -0.876647 0.3552 -0.2498 0.2332
H -4.978101 -4.365487 0.162578 0.0564 0.0589 -0.1508
H -5.519055 -5.228560 -1.281188 0.5065 -0.3092 0.2784
H -3.900715 -3.872662 -2.700675 0.0802 -0.0165 0.1716
H -3.721475 -2.776140 -1.264359 -0.0023 -0.4791 -0.3076
H -4.973688 -2.056856 -3.893207 0.1200 0.0506 0.0812
H -4.918505 -0.958365 -2.438567 0.0359 -0.3201 -0.3577
H -6.466384 -1.420237 -3.161200 0.1193 -0.0565 -0.0696
C -0.873318 3.049326 2.069720 0.6185 0.8918 0.2157
O -0.705570 4.447388 2.314821 -0.0936 -0.1677 -0.2539
C 0.479985 4.719935 3.032388 -0.3833 0.6850 0.7611
C 0.617369 6.229150 3.189956 1.4603 -0.0414 -0.4566
N 0.973029 6.791441 1.884727 0.3157 0.6880 0.3200
C 1.344740 8.232617 1.816911 -0.6844 -1.2337 0.1079
C 0.186609 9.172190 2.053335 -0.7280 -0.4920 0.4728
O -0.708485 8.932923 1.002711 -0.6177 -0.0694 -0.5791
C -1.991083 9.502331 1.166505 0.4460 1.0334 -0.8942
H -1.813604 2.929789 1.521504 0.1667 -0.1982 0.2750
H -0.870842 2.569345 3.064556 -0.1984 -0.4013 -0.5243
H -0.018873 2.703346 1.450429 -0.3996 -0.1614 0.3342
H 1.347710 4.253899 2.558664 0.0926 0.2122 -0.1929
H 0.440830 4.366748 4.068612 -0.3260 -0.5938 0.0513
H 1.505683 6.381339 3.831628 -0.3352 -0.0036 -0.0138
H -0.242728 6.653040 3.743893 0.0201 -0.1120 -0.4925
H 0.291195 6.489826 1.211168 -0.2810 0.4140 -0.3532
H 1.780628 8.451771 0.840930 -0.0094 -0.1334 -0.0340
H 2.103851 8.384669 2.565372 0.4240 0.1544 0.3431
H 0.474725 10.225855 2.099300 0.1561 0.1129 -0.0039
H -0.348167 8.904792 2.987792 0.4374 0.2291 -0.0202
H -1.920501 10.616666 1.074303 -0.1481 -0.6326 0.0862
H -2.438704 9.281690 2.127482 -0.1052 -0.3079 0.3159
H -2.616787 9.132616 0.340196 0.1555 0.0666 0.4159
```
Positions in Å, forces in eV/Å.

Values from the calculation:
E_HOMO	-8.254	eV
LUMO level	0.5	eV
net charge	0
DFT total energy	-5392.7499	Ha
energy relative to the best compared isomer or geometry (same formula, charge and spin)	0.0	kcal/mol

Results of the Löwdin charge analysis, in e, for atoms 1 through 99: -0.065 -0.455 -0.200 -0.177 -0.111 0.025 0.084 0.071 0.079 0.138 0.103 0.130 0.077 0.081 0.077 0.073 0.073 -0.058 -0.452 -0.189 -0.220 -0.113 0.071 0.080 0.084 0.067 0.108 0.110 0.128 0.105 0.093 0.074 0.076 0.072 -0.055 -0.440 -0.186 -0.239 -0.125 0.042 0.061 0.076 0.070 0.117 0.125 0.130 0.093 0.054 0.097 0.065 0.093 -0.060 -0.422 -0.193 -0.208 -0.085 0.006 0.079 0.064 0.073 0.111 0.112 0.116 0.090 0.078 0.077 0.078 0.088 -0.046 -0.429 -0.172 -0.227 -0.102 0.042 0.058 0.066 0.057 0.120 0.127 0.131 0.090 0.072 0.101 0.072 0.044 -0.068 -0.434 -0.165 -0.226 -0.075 0.062 0.082 0.064 0.073 0.152 0.124 0.129 0.102 0.058